Entry 1:
{
  "formula": "C17H22N4O4S",
  "method": "the ωB97M-V functional and the def2-TZVPD basis",
  "species": ["C", "C", "O", "C", "C", "C", "N", "N", "C", "N", "C", "O", "C", "C", "H", "H", "C", "N", "C", "O", "C", "C", "C", "C", "O", "H", "H", "H", "C", "C", "H", "H", "H", "H", "H", "H", "H", "H", "S", "H", "H", "H", "H", "H", "H", "H", "H", "H"],
  "coordinates": [[2.126, 3.692, -2.597], [3.057, 3.875, -3.678], [3.802, 2.612, -4.047], [3.145, 1.861, -4.965], [3.234, 0.525, -4.583], [2.845, 0.368, -3.137], [1.674, 0.237, -2.845], [1.187, -0.042, -1.749], [2.217, 0.157, -0.943], [2.133, 0.230, 0.545], [1.262, -0.009, 1.384], [1.422, 0.221, 2.439], [-0.403, -0.003, 0.757], [-1.317, 0.209, 1.820], [-1.262, 1.280, 2.045], [-2.203, 0.363, 1.287], [-1.535, -0.524, 3.043], [-1.573, -1.944, 2.554], [-2.755, -2.990, 2.637], [-2.564, -3.992, 2.283], [-3.953, -2.354, 3.172], [-4.720, -3.140, 3.814], [-5.858, -2.352, 4.256], [-5.332, -0.985, 4.041], [-4.347, -1.263, 3.185], [-5.986, -0.096, 4.151], [-6.970, -2.375, 4.687], [-4.895, -4.376, 3.802], [-0.383, -2.380, 1.770], [-0.372, -1.578, 0.549], [0.491, -2.061, -0.165], [-1.338, -1.751, -0.243], [-0.637, -3.562, 1.511], [0.365, -2.265, 2.314], [-2.303, -0.308, 3.597], [-0.456, -0.795, 3.606], [-0.429, 0.384, -0.221], [3.240, 0.418, 1.189], [3.803, 0.413, -1.672], [3.129, -0.313, -5.190], [4.493, 0.291, -4.265], [3.891, 2.003, -5.902], [2.204, 2.155, -5.058], [3.912, 4.766, -3.407], [2.759, 4.330, -4.791], [2.441, 3.316, -1.695], [1.289, 3.040, -2.933], [1.471, 4.715, -2.352]],
  "nbo_charge": [-0.666, -0.085, -0.563, -0.074, -0.401, 0.063, -0.273, -0.282, 0.213, -0.619, 0.689, -0.578, -0.276, -0.465, 0.213, 0.229, -0.188, -0.540, 0.714, -0.512, 0.193, -0.298, -0.278, -0.004, -0.363, 0.223, 0.246, 0.248, -0.249, -0.405, 0.215, 0.201, 0.235, 0.171, 0.205, 0.207, 0.257, 0.387, 0.366, 0.253, 0.169, 0.173, 0.185, 0.195, 0.199, 0.227, 0.219, 0.223],
  "e_above_lowest_ev": 19.481,
  "homo_energy_ev": -7.890,
  "charge": 0,
  "orbital_gap_ev": 8.094
}


Entry 2:
{
  "formula": "C40H54BrF4N9SSiSr",
  "method": "the ωB97M-V functional and the def2-TZVPD basis",
  "species": ["Sr", "C", "N", "C", "C", "C", "N", "C", "C", "F", "C", "F", "C", "C", "F", "C", "F", "H", "H", "H", "H", "H", "H", "H", "H", "H", "H", "H", "C", "C", "C", "C", "N", "C", "C", "C", "C", "C", "C", "N", "H", "H", "H", "H", "H", "H", "H", "H", "N", "C", "C", "C", "N", "C", "N", "S", "C", "N", "C", "C", "C", "N", "H", "H", "H", "H", "H", "H", "H", "H", "C", "C", "C", "C", "Si", "Br", "C", "C", "C", "C", "C", "C", "C", "C", "H", "H", "H", "H", "H", "H", "H", "H", "H", "H", "H", "H", "H", "H", "H", "H", "H", "H", "H", "H", "H", "H", "H", "H", "H", "H", "H"],
  "coordinates": [[-0.958, 0.282, 1.059], [-2.272, -0.602, 4.416], [-2.043, 0.223, 3.233], [-1.367, 1.469, 3.599], [-3.300, 0.437, 2.476], [-3.552, 1.699, 1.660], [-2.589, 1.860, 0.608], [-2.663, 2.895, -0.249], [-1.561, 3.096, -1.106], [-0.522, 2.227, -0.977], [-1.470, 4.127, -2.005], [-0.367, 4.228, -2.770], [-2.482, 5.064, -2.128], [-3.576, 4.897, -1.300], [-4.590, 5.776, -1.367], [-3.679, 3.859, -0.394], [-4.792, 3.794, 0.373], [-1.331, -0.740, 4.949], [-2.654, -1.584, 4.142], [-2.992, -0.106, 5.079], [-1.266, 2.079, 2.712], [-0.379, 1.246, 4.016], [-1.919, 2.052, 4.347], [-4.122, 0.415, 3.205], [-3.465, -0.469, 1.861], [-3.607, 2.547, 2.361], [-4.582, 1.543, 1.315], [-2.424, 5.877, -2.834], [4.041, 1.419, 2.280], [4.080, 2.505, 3.137], [2.916, 3.233, 3.319], [1.756, 2.848, 2.661], [1.695, 1.765, 1.873], [2.829, 1.094, 1.687], [0.554, 3.721, 2.749], [0.149, 4.251, 3.970], [-0.964, 5.076, 3.998], [-1.618, 5.348, 2.806], [-1.133, 4.776, 1.640], [-0.076, 3.967, 1.599], [4.923, 0.830, 2.066], [4.995, 2.797, 3.636], [2.908, 4.119, 3.938], [2.770, 0.237, 1.029], [0.678, 3.990, 4.878], [-1.318, 5.491, 4.933], [-2.488, 5.989, 2.768], [-1.616, 4.971, 0.687], [-1.324, -2.213, 0.682], [-1.902, -3.056, 1.239], [-2.544, -4.033, 1.981], [-3.426, -4.958, 1.373], [-4.141, -5.708, 0.867], [-2.251, -4.066, 3.363], [-1.935, -4.030, 4.474], [1.305, -0.539, 5.333], [1.610, -1.779, 4.220], [2.682, -1.681, 3.409], [3.082, -2.650, 2.399], [1.861, -3.455, 1.985], [1.162, -3.977, 3.221], [0.830, -2.856, 4.091], [3.237, -0.857, 3.562], [3.867, -3.309, 2.785], [3.497, -2.108, 1.546], [2.155, -4.285, 1.341], [1.178, -2.811, 1.429], [1.796, -4.697, 3.748], [0.232, -4.483, 2.966], [0.050, -2.958, 4.719], [3.373, -2.585, -3.276], [1.859, -2.858, -3.246], [1.506, -3.689, -4.495], [1.577, -3.719, -1.999], [0.912, -1.195, -3.237], [1.341, -0.322, -1.059], [-0.989, -1.381, -3.407], [-1.753, -0.236, -2.722], [-1.492, -2.683, -2.766], [-1.374, -1.408, -4.895], [1.665, 0.177, -4.332], [1.821, -0.327, -5.779], [0.747, 1.415, -4.321], [3.043, 0.682, -3.855], [3.908, -3.533, -3.167], [3.684, -1.929, -2.461], [3.683, -2.141, -4.221], [2.094, -4.612, -4.474], [1.742, -3.172, -5.424], [0.455, -3.977, -4.528], [2.335, -4.508, -1.945], [0.605, -4.199, -2.041], [1.629, -3.141, -1.074], [-1.637, -0.312, -1.642], [-2.819, -0.344, -2.942], [-1.438, 0.756, -3.040], [-1.209, -2.746, -1.718], [-1.141, -3.574, -3.282], [-2.586, -2.694, -2.816], [-1.195, -0.460, -5.401], [-2.445, -1.621, -4.972], [-0.849, -2.190, -5.448], [0.875, -0.641, -6.217], [2.525, -1.155, -5.850], [2.217, 0.487, -6.394], [-0.233, 1.229, -4.762], [1.221, 2.208, -4.905], [0.605, 1.795, -3.307], [3.835, -0.054, -3.983], [3.022, 0.994, -2.810], [3.306, 1.556, -4.456]],
  "lowdin_charge": [1.312, -0.083, -0.404, -0.146, -0.238, -0.273, -0.187, -0.235, -0.190, -0.023, -0.226, 0.086, 0.051, -0.231, 0.087, -0.158, 0.074, 0.022, 0.065, 0.099, 0.026, 0.041, 0.113, 0.127, 0.114, 0.122, 0.125, 0.130, -0.062, -0.042, -0.003, -0.223, 0.115, -0.184, -0.266, -0.032, -0.053, -0.037, -0.108, 0.150, 0.110, 0.113, 0.118, 0.011, 0.122, 0.112, 0.110, 0.098, 0.040, -0.209, -0.274, -0.243, 0.127, -0.247, 0.153, 0.587, -0.856, 0.003, -0.167, -0.168, -0.161, 0.029, 0.085, 0.122, 0.109, 0.120, 0.082, 0.129, 0.098, 0.083, -0.104, -0.621, -0.080, -0.105, 0.601, 0.532, -0.605, -0.099, -0.091, -0.085, -0.622, -0.081, -0.098, -0.112, 0.087, 0.071, 0.063, 0.093, 0.069, 0.064, 0.087, 0.069, 0.026, 0.024, 0.100, 0.061, 0.043, 0.066, 0.097, 0.065, 0.093, 0.074, 0.067, 0.063, 0.092, 0.067, 0.092, 0.058, 0.062, 0.040, 0.087],
  "e_above_lowest_ev": 1.632,
  "homo_energy_ev": -7.435,
  "charge": 0,
  "orbital_gap_ev": 7.339
}


Entry 3:
{
  "formula": "C23H29Br37O5",
  "method": "the ωB97M-V functional and the def2-TZVPD basis",
  "species": ["C", "C", "C", "C", "C", "C", "O", "C", "O", "O", "C", "Br", "C", "C", "O", "C", "O", "H", "H", "H", "H", "H", "H", "H", "H", "H", "H", "H", "H", "H", "H", "H", "H", "H", "C", "Br", "Br", "Br", "H", "C", "Br", "Br", "Br", "H", "C", "Br", "Br", "Br", "H", "C", "Br", "Br", "Br", "H", "C", "Br", "Br", "Br", "H", "C", "Br", "Br", "Br", "H", "C", "Br", "Br", "Br", "H", "C", "Br", "Br", "Br", "H", "C", "Br", "Br", "Br", "H", "C", "Br", "Br", "Br", "H", "C", "Br", "Br", "Br", "H", "C", "Br", "Br", "Br", "H"],
  "coordinates": [[0.366, 4.715, -1.761], [1.040, 3.334, -1.622], [0.017, 2.237, -1.247], [0.119, 1.591, 0.161], [1.027, 2.261, 1.197], [0.673, 3.687, 1.583], [1.761, 4.053, 2.519], [1.299, 3.977, 3.787], [1.915, 4.272, 4.770], [0.004, 3.472, 3.755], [-0.506, 3.914, 2.537], [-0.583, 5.957, 2.711], [-1.885, 3.412, 2.216], [-2.619, 4.082, 1.061], [-3.847, 4.641, 1.565], [-4.629, 5.087, 0.532], [-5.709, 4.626, 0.270], [1.065, 5.548, -1.705], [-0.366, 4.833, -0.951], [-0.225, 4.747, -2.679], [1.918, 3.371, -0.977], [1.412, 3.089, -2.622], [-0.985, 2.658, -1.377], [0.088, 1.436, -1.988], [-0.890, 1.480, 0.564], [0.480, 0.566, 0.044], [2.063, 2.182, 0.871], [0.959, 1.663, 2.112], [0.757, 4.435, 0.799], [-2.482, 3.534, 3.123], [-1.814, 2.340, 2.018], [-2.025, 4.841, 0.543], [-2.880, 3.314, 0.323], [-4.180, 5.919, -0.040], [4.377, -0.270, 2.313], [3.685, 1.317, 3.141], [3.975, -0.303, 0.426], [6.257, -0.506, 2.638], [3.867, -1.114, 2.755], [-8.342, 1.652, 0.557], [-8.699, 1.164, -1.269], [-9.553, 0.783, 1.775], [-6.510, 1.327, 1.034], [-8.506, 2.717, 0.642], [-2.090, -2.112, -1.636], [-2.830, -0.528, -0.839], [-2.547, -2.280, -3.491], [-0.188, -2.202, -1.342], [-2.528, -2.959, -1.124], [-0.708, 8.829, -0.912], [-0.804, 8.508, -2.806], [-2.135, 7.940, 0.028], [1.010, 8.347, -0.193], [-0.836, 9.890, -0.757], [6.583, 3.218, 5.865], [7.572, 2.294, 4.496], [5.578, 4.683, 5.136], [5.454, 2.008, 6.851], [7.299, 3.627, 6.561], [-0.122, -1.437, 4.153], [-0.899, 0.183, 4.838], [-0.410, -1.628, 2.259], [1.743, -1.567, 4.598], [-0.622, -2.267, 4.631], [-7.164, -2.855, 0.196], [-5.777, -2.509, -1.093], [-8.844, -3.241, -0.656], [-6.655, -4.241, 1.430], [-7.297, -1.948, 0.770], [6.754, -2.201, -1.385], [7.631, -3.661, -0.490], [8.017, -1.007, -2.212], [5.437, -2.827, -2.645], [6.228, -1.634, -0.630], [-1.347, -3.046, -7.310], [-0.765, -4.600, -6.334], [-3.266, -2.964, -7.429], [-0.623, -1.434, -6.553], [-0.962, -3.134, -8.315], [-1.358, -7.222, -3.386], [-0.947, -8.880, -2.508], [-3.253, -6.994, -3.630], [-0.579, -5.713, -2.480], [-0.914, -7.266, -4.371], [-1.029, -12.098, -5.024], [-2.110, -10.615, -5.599], [0.849, -11.695, -5.154], [-1.508, -12.678, -3.252], [-1.228, -12.920, -5.695], [8.038, -6.536, 2.335], [9.537, -6.183, 1.176], [6.426, -6.867, 1.341], [8.421, -7.973, 3.557], [7.877, -5.647, 2.927]],
  "lowdin_charge": [-0.114, -0.234, -0.179, -0.203, -0.168, -0.231, 0.011, -0.610, 0.149, 0.010, -0.625, 0.812, -0.120, -0.199, -0.056, -0.325, 0.079, 0.048, 0.041, 0.080, 0.099, 0.103, 0.095, 0.097, 0.053, 0.055, 0.071, 0.091, 0.122, 0.142, 0.112, 0.067, 0.129, 0.102, -1.595, 0.658, 0.632, 0.580, -0.084, -1.636, 0.575, 0.574, 0.578, -0.028, -1.621, 0.566, 0.557, 0.553, -0.035, -1.617, 0.583, 0.587, 0.585, -0.029, -1.637, 0.539, 0.592, 0.563, -0.033, -1.616, 0.616, 0.577, 0.615, -0.029, -1.639, 0.552, 0.569, 0.578, -0.057, -1.658, 0.538, 0.576, 0.561, -0.119, -1.635, 0.561, 0.575, 0.559, -0.030, -1.646, 0.560, 0.569, 0.550, -0.045, -1.640, 0.553, 0.566, 0.560, -0.032, -1.647, 0.549, 0.560, 0.574, -0.029],
  "homo_energy_ev": -10.039,
  "charge": 0,
  "orbital_gap_ev": 9.666
}


Entry 4:
{
  "formula": "C10H21NS",
  "method": "the ωB97M-V functional and the def2-TZVPD basis",
  "species": ["C", "C", "C", "C", "C", "C", "C", "C", "C", "C", "N", "S", "H", "H", "H", "H", "H", "H", "H", "H", "H", "H", "H", "H", "H", "H", "H", "H", "H", "H", "H", "H", "H"],
  "coordinates": [[1.721, -0.964, 0.087], [1.721, 0.487, -0.232], [2.455, -1.337, 1.432], [2.211, -1.818, -1.073], [1.737, 1.532, 0.964], [1.397, 1.038, -1.613], [-2.567, 0.907, -1.101], [-3.392, -1.036, 0.292], [-1.857, 0.509, 1.418], [-2.192, -0.097, 0.089], [0.354, -0.935, 0.427], [-0.819, -1.027, -0.727], [2.241, -2.360, 1.558], [2.158, -0.722, 2.330], [3.593, -1.419, 1.420], [2.144, -2.902, -0.884], [3.194, -1.535, -1.222], [1.671, -1.621, -2.039], [0.842, 2.190, 0.861], [2.625, 2.043, 0.720], [1.602, 1.182, 1.901], [0.595, 0.349, -1.952], [2.356, 1.050, -2.119], [0.974, 2.033, -1.571], [-3.672, 0.770, -1.257], [-2.242, 1.883, -1.074], [-2.172, 0.406, -2.052], [-3.040, -1.870, 0.867], [-3.727, -1.561, -0.607], [-4.146, -0.369, 0.716], [-2.010, -0.255, 2.103], [-0.849, 0.807, 1.442], [-2.493, 1.348, 1.608]],
  "nbo_charge": [-0.007, 0.263, -0.598, -0.623, -0.652, -0.722, -0.620, -0.627, -0.623, -0.133, -0.656, 0.440, 0.213, 0.219, 0.205, 0.218, 0.212, 0.216, 0.203, 0.221, 0.219, 0.247, 0.239, 0.218, 0.205, 0.211, 0.211, 0.219, 0.213, 0.212, 0.215, 0.230, 0.210],
  "e_above_lowest_ev": 1.250,
  "homo_energy_ev": [-6.906, -6.935],
  "charge": 0,
  "orbital_gap_ev": [7.708, 7.737]
}


no.,E_tot (hartree)
1,-1578.5111
2,-5741.4275
3,-96508.3847
4,-846.4076